(1)
140
Properties=species:S:1:pos:R:3:mulliken_charge:R:1 method="wB97M-V/def2-TZVPD" energy_ha=-10890.2639 homo_lumo_gap_ev=6.537 charge=+1 lumo_energy_ev=-4.64 e_homo_ev=-11.2
Br 4.76 5.02 -0.93 -0.0628
Br 4.18 1.90 0.04 0.0439
S -8.52 -6.05 -6.52 1.3090
S 8.15 12.11 3.54 1.1671
S -6.30 -7.66 -2.61 1.2482
S -0.86 -9.58 -4.93 1.1762
S 8.35 5.45 4.70 1.2122
S -3.64 -2.16 -0.27 1.4054
F 4.14 4.28 3.05 -0.2647
F 3.76 0.89 2.89 -0.3003
F 5.12 1.63 4.42 -0.2109
F 3.39 3.31 4.83 -0.3715
O -1.77 -9.33 -6.01 -0.6865
O -2.07 1.36 1.52 -0.1278
O 9.37 12.79 3.88 -0.6692
O 0.23 5.72 4.57 -0.5582
O -3.28 1.32 0.73 -0.4175
O 1.45 -0.39 -1.75 -0.5420
O -6.23 -6.24 -2.88 -0.6500
O 7.91 6.72 5.24 -0.6401
O 8.85 5.38 3.35 -0.7129
O 7.58 12.25 2.23 -0.6590
O -7.01 -8.11 -1.44 -0.7549
O -4.22 -1.26 0.72 -0.8705
O -2.64 -1.61 -1.15 -0.7256
O -0.94 2.62 4.22 -0.3942
O -1.25 -10.42 -3.82 -0.6540
O -8.96 -6.01 -5.15 -0.7006
O -7.49 -6.98 -6.92 -0.6720
N 1.21 2.86 3.72 -0.9548
N 0.00 2.79 3.26 1.4738
C 0.72 -10.16 -5.56 -0.7218
C 1.23 -8.27 -4.05 -0.6594
C 7.81 2.97 5.35 -0.5925
C -4.86 -4.45 -0.86 -0.0469
C -4.24 -4.56 0.54 -0.7941
C 7.07 4.22 4.90 -0.2481
C -0.26 -8.03 -4.27 -0.6146
C 0.20 2.96 -0.44 -0.9647
C -9.94 -6.27 -7.61 -0.7538
C 4.50 1.95 3.27 -0.2217
C 6.19 11.14 5.00 -0.6468
C -2.04 6.02 5.33 -1.4332
C -4.62 -8.32 -2.61 -0.5822
C 3.10 3.33 0.55 -0.7634
C -8.07 -4.42 -7.09 -0.7635
C -1.01 3.74 5.16 -0.8658
C -5.57 -8.84 -4.83 -0.5717
C 9.54 4.68 5.82 -0.7187
C 3.55 3.16 3.52 1.5176
C -4.55 -9.31 -3.78 0.2911
C 0.86 0.54 -0.86 -0.1742
C 3.34 4.58 0.19 0.1528
C 1.73 -9.03 -5.29 -0.6202
C 8.83 3.44 6.39 -0.7439
C -0.37 2.82 1.99 0.2873
C -8.67 -4.34 -8.49 -0.5719
C 7.32 10.10 5.10 -0.3676
C -1.84 2.73 1.69 -1.3231
C 0.85 1.96 -1.41 -1.1200
C -1.07 5.13 4.54 1.0656
C -6.85 -8.53 -4.07 -0.2373
C 8.28 10.35 3.93 -0.6460
C 1.95 3.06 1.47 1.2816
C 2.49 5.75 0.64 -0.9296
C -4.97 -2.95 -1.18 -0.9132
C -3.05 -3.62 0.56 -0.7795
C 2.17 3.01 2.86 -0.4304
C 6.88 12.48 4.75 -0.7469
C 0.63 2.93 1.02 0.4031
C -10.07 -4.95 -8.39 -0.6085
H 6.55 4.13 3.94 -0.0514
H -5.90 -2.52 -0.83 0.4174
H 10.41 4.41 5.22 0.3787
H 7.12 2.23 5.75 0.3032
H 8.33 2.52 4.50 0.3589
H -3.94 -5.59 0.77 0.3743
H -0.81 -7.79 -3.36 0.3185
H -3.55 -9.37 -4.19 -0.6574
H -3.00 6.11 4.82 0.3688
H 1.38 -8.88 -3.15 0.3155
H -0.19 3.67 5.86 0.4051
H 9.55 2.66 6.64 0.3753
H 1.77 -7.33 -3.90 0.3600
H 1.44 5.61 0.34 0.1626
H -3.95 -7.47 -2.75 0.2097
H -4.83 -2.73 -2.24 0.3937
H 6.23 13.25 4.34 0.4032
H 9.32 10.14 4.17 0.3593
H -5.74 -9.59 -5.59 0.5300
H 7.38 12.85 5.65 0.3507
H 5.54 10.90 4.16 0.3105
H 6.94 9.08 5.07 0.1679
H -2.45 3.17 2.49 0.4694
H 0.58 5.85 3.68 0.2988
H -7.55 -7.90 -4.62 -0.2266
H -5.21 -7.94 -5.33 0.1926
H -8.70 -3.31 -8.84 0.3549
H 0.97 -11.07 -5.02 0.3586
H -8.05 -4.91 -9.19 0.2941
H -1.60 7.01 5.42 0.3634
H -2.21 -4.00 -0.03 0.4090
H -10.51 -5.13 -9.37 0.3270
H -7.35 -9.44 -3.73 0.3562
H -10.73 -4.27 -7.85 0.2927
H 2.83 6.68 0.18 0.5422
H -2.07 3.27 0.76 0.5124
H -4.22 -4.94 -1.59 0.0218
H 0.37 3.99 -0.80 0.2857
H 8.31 3.71 7.31 0.3088
H -4.82 -10.31 -3.43 0.3689
H 1.85 2.29 -1.70 0.4451
H -0.87 2.79 -0.50 0.3646
H 0.23 1.97 -2.31 0.5271
H 7.85 10.23 6.05 0.2940
H -5.84 -4.92 -0.92 0.3003
H 0.60 -10.38 -6.62 0.3633
H 6.38 4.58 5.66 0.3238
H 7.99 9.81 3.04 0.3377
H -2.22 5.63 6.34 0.3371
H 2.53 5.86 1.73 0.1456
H -6.99 -4.33 -7.05 0.3970
H -0.18 0.22 -0.70 0.1939
H -2.70 -3.34 1.55 0.4424
H -3.37 0.35 0.61 0.4055
H 5.26 2.18 2.53 0.4208
H -1.42 5.07 3.50 -0.0448
H 1.94 0.08 -2.43 0.3687
H -1.94 3.51 5.69 0.4811
H 1.38 0.49 0.10 0.2428
H -9.71 -7.11 -8.26 0.3748
H -8.54 -3.70 -6.41 0.3693
H 9.82 5.41 6.57 0.3822
H 1.76 -8.35 -6.14 0.2969
H -10.80 -6.49 -7.00 0.3723
H 5.58 11.17 5.90 0.3661
H 2.73 -9.43 -5.14 0.3284
H -4.44 -8.78 -1.64 0.4852
H -0.43 -7.26 -5.03 0.3964
H -4.97 -4.25 1.30 0.3379

(2)
120
Properties=species:S:1:pos:R:3:mulliken_charge:R:1 method="wB97M-V/def2-TZVPD" energy_ha=-2737.8079 homo_lumo_gap_ev=7.958 charge=0 lumo_energy_ev=0.63 smiles=CCCCCCCCc1cc(P(C)O)c(CCCCCCC)c2c1Nc1ccc(CCCO)cc1S2.CC(C)O.CC(C)O.CC(C)O relative_energy_kcal_mol=0.00 e_homo_ev=-7.3
S 2.01 0.04 1.13 -0.3712
P 1.82 1.54 -4.26 -0.2542
O 1.68 3.19 -4.07 -0.3742
O -4.46 -2.18 -4.63 -0.5203
O 6.02 3.77 -3.88 -0.5131
O 3.03 -5.85 5.25 -0.5594
O 1.31 0.48 7.94 -0.5377
N -0.40 -1.88 0.24 0.0663
C 0.05 1.05 7.60 0.7345
C 0.20 -1.00 -0.70 -0.3265
C 0.74 4.86 -0.79 -1.0115
C 2.07 -4.81 5.05 -0.3540
C 1.77 0.70 -1.47 -0.1392
C 0.09 -1.89 1.58 -0.6650
C 1.52 -1.28 3.44 -0.6752
C 2.26 2.84 -0.24 -0.7652
C -4.02 -3.96 3.24 -1.3794
C 3.65 1.25 -4.34 -0.8695
C 1.34 -2.44 5.71 -1.0978
C 2.39 -3.57 5.86 -0.6513
C 1.11 -1.15 2.12 1.0569
C -4.20 0.18 -5.04 -1.1258
C -3.45 -5.97 -0.05 -0.9981
C -1.71 4.93 -1.56 -0.5878
C -3.13 -5.20 -1.37 -1.0737
C -0.86 1.02 8.81 -1.4474
C 2.14 4.21 -0.96 -0.4318
C 7.60 5.24 -4.94 -1.3874
C 0.25 2.47 7.09 -1.3577
C -1.83 6.41 -2.06 -1.1406
C 2.89 1.67 -1.12 -1.0777
C -4.28 -5.15 0.96 -0.5361
C 1.25 0.62 -2.77 1.1456
C 6.26 4.54 -5.05 0.4273
C -0.13 -2.95 3.74 -0.6634
C -6.45 -0.82 -4.52 -1.4900
C -1.37 -3.44 -2.17 -1.6320
C 5.13 5.54 -5.25 -1.1722
C 1.25 -0.12 -0.48 0.9132
C 0.92 -2.20 4.27 0.2064
C -4.95 -0.89 -4.26 0.6540
C -0.34 -1.03 -1.99 0.7125
C -3.76 -5.23 2.42 -0.4841
C -0.53 -2.81 2.44 0.0308
C 0.20 -0.25 -2.98 -1.2492
C -1.54 -1.91 -2.39 -0.2772
C -0.28 4.40 -1.84 0.1315
C -2.29 -3.95 -1.01 0.5810
H -2.46 -6.15 0.42 0.3156
H -0.38 0.43 6.81 0.1832
H -6.86 0.15 -4.23 0.3739
H -4.34 0.05 -6.11 0.3420
H -1.71 -4.21 -0.11 -0.2313
H 0.91 2.47 6.22 0.3276
H -2.43 4.37 -2.16 0.2666
H 1.70 -1.52 6.21 0.1453
H -4.37 -4.09 0.70 0.2972
H -5.10 -3.74 3.34 0.4068
H -0.34 -3.72 -1.88 0.6348
H -1.85 1.43 8.58 0.3726
H -0.62 -3.68 4.39 0.3911
H 0.72 3.09 7.85 0.3393
H -4.62 -2.30 -5.57 0.3293
H 7.61 5.92 -4.08 0.3578
H 2.03 -4.57 3.97 0.3191
H -0.70 2.92 6.80 0.3758
H 2.39 -3.88 6.92 0.3398
H 6.28 3.84 -5.89 0.2815
H -1.72 -1.77 -3.46 0.1966
H 3.96 0.87 -5.32 0.4013
H -3.88 -6.96 -0.24 0.5144
H 1.07 -5.22 5.31 0.1987
H -0.99 0.00 9.18 0.3458
H 7.82 5.83 -5.84 0.3835
H -2.42 -1.48 -1.89 0.1172
H 0.91 5.93 -0.97 0.3945
H -1.99 4.83 -0.50 0.3949
H 6.00 4.37 -3.12 0.3254
H 2.48 4.20 -2.00 0.1545
H -0.22 -0.31 -3.98 0.1789
H 5.27 6.13 -6.16 0.4069
H -4.11 -4.84 -1.71 0.2237
H -4.76 -0.77 -3.19 0.2238
H -2.66 -5.86 -2.11 0.5134
H -0.43 1.60 9.63 0.3504
H -3.65 -4.09 4.27 0.3329
H -0.31 3.30 -1.90 -0.0319
H -0.23 -2.82 -0.11 0.3480
H -3.13 0.11 -4.84 0.1649
H 2.85 -6.53 4.59 0.3257
H 2.91 2.94 0.64 0.3868
H -4.32 -6.04 2.92 0.4191
H 4.18 2.19 -4.08 0.0823
H 0.97 3.44 -4.68 0.2839
H 3.31 2.15 -2.00 -0.4154
H 0.02 4.84 -2.79 0.1422
H 1.70 1.01 8.64 0.3286
H -0.90 6.77 -2.50 0.3372
H 3.90 0.55 -3.53 0.3261
H 8.41 4.52 -4.79 0.3336
H -3.53 -3.06 2.85 0.3165
H 5.06 6.22 -4.40 0.3303
H -2.60 6.49 -2.84 0.3367
H -1.33 -3.43 2.05 0.1870
H -4.54 1.18 -4.76 0.3622
H 2.35 -0.68 3.81 0.4287
H 2.83 4.90 -0.44 0.4013
H 0.38 4.78 0.24 0.3520
H 0.44 -2.77 6.24 0.4285
H -2.99 -3.18 -0.67 0.3341
H -1.66 -4.03 -3.05 0.5457
H -6.66 -0.99 -5.58 0.3599
H 4.17 5.02 -5.32 0.2078
H -2.71 -5.53 2.48 0.3723
H -2.16 7.08 -1.25 0.2596
H -6.97 -1.60 -3.97 0.3668
H -5.30 -5.56 0.98 0.5181
H 1.28 2.54 0.14 0.5958
H 3.62 1.15 -0.49 0.6475
H 3.41 -3.23 5.64 0.3294

(3)
148
Properties=species:S:1:pos:R:3:mulliken_charge:R:1 method="wB97M-V/def2-TZVPD" energy_ha=-4275.8130 homo_lumo_gap_ev=10.010 charge=0 lumo_energy_ev=-0.12 smiles="C[C@H]1COC(=O)O1.C[C@H]1COC(=O)O1.C[C@H]1COC(=O)O1.C[C@H]1COC(=O)O1.COC(=O)OC.COC(=O)OC.COC(=O)OC.COC(=O)OC.COC(=O)OC.COC(=O)OC.COC(=O)OC.COC(=O)OC" relative_energy_kcal_mol=17.46 e_homo_ev=-10.1
O -6.31 -0.48 -1.69 -0.2713
O -0.33 -1.21 -9.94 -0.6067
O -1.68 -12.26 -2.40 -0.2763
O -0.70 -10.35 -3.38 -0.5471
O -0.23 -11.03 -1.17 -0.2795
O 7.08 -4.70 2.35 -0.3141
O 5.40 -3.92 3.41 -0.3209
O 7.30 1.51 2.30 -0.5802
O 4.95 -5.20 1.65 -0.6481
O 7.05 3.45 1.02 -0.3644
O 1.07 -9.19 6.50 -0.5562
O 0.19 -7.17 6.86 -0.3429
O -3.45 7.12 -6.80 -0.5628
O 6.71 -2.90 -6.94 -0.5823
O 5.29 -2.59 -5.10 -0.2783
O -6.32 -0.10 -3.85 -0.2848
O -2.90 7.37 0.79 -0.6234
O -1.78 6.02 -5.82 -0.3204
O 0.86 1.75 9.57 -0.3093
O -3.67 9.00 -0.58 -0.3245
O -1.19 -1.34 1.29 -0.5541
O -1.59 7.96 7.62 -0.3051
O 0.79 -1.43 -11.93 -0.3105
O -8.12 -1.14 -2.94 -0.5226
O 0.15 -3.21 -10.93 -0.2882
O -4.81 7.17 -0.37 -0.3330
O -2.98 8.36 9.26 -0.3263
O 5.38 2.63 2.10 -0.3025
O 5.53 -1.06 -6.46 -0.2878
O 0.08 -0.33 -0.32 -0.2917
O -0.59 3.32 10.17 -0.5542
O -0.36 0.82 1.54 -0.2991
O -1.58 10.05 8.61 -0.5968
O -2.02 5.72 -7.99 -0.3270
O -1.02 1.04 10.24 -0.2890
O -0.38 -8.84 8.16 -0.3419
C -0.55 5.35 -6.22 0.5063
C 1.97 2.71 9.51 -0.6143
C 4.06 -3.35 3.64 -0.5825
C 5.35 -3.92 -4.77 -0.6343
C 0.67 -9.97 -0.94 -0.6250
C -0.29 4.33 -5.16 -1.5079
C 5.77 -4.65 2.44 0.8753
C 6.65 2.52 1.95 0.6681
C 4.86 3.70 1.26 -0.5165
C -0.23 -3.99 -9.83 -0.6435
C -0.74 -6.60 7.84 0.4739
C -0.09 -1.41 -1.23 -0.5884
C -0.55 -0.36 0.94 0.7603
C -2.60 -12.46 -3.45 -0.6391
C -5.47 7.95 -1.38 0.6415
C 5.96 -0.35 -7.61 -0.6514
C -0.88 -11.13 -2.42 0.7232
C -0.43 1.03 2.97 -0.5625
C -0.30 2.18 9.94 0.7740
C -6.42 -0.69 -5.08 -0.7500
C 0.12 -1.89 -10.89 0.8137
C -3.53 7.05 9.14 -0.5848
C 0.40 -8.41 7.13 0.6683
C -0.99 4.81 -7.53 -0.4484
C -7.09 -0.53 -2.83 0.7461
C -4.75 9.27 -1.37 -0.3603
C -2.43 1.03 10.44 -0.6409
C 6.11 4.35 0.66 0.5943
C -1.85 -5.91 7.02 -1.4363
C -0.32 7.94 6.95 -0.6461
C 7.75 -5.28 1.24 -0.6444
C 5.99 4.58 -0.83 -1.3361
C -6.97 8.00 -1.32 -1.5306
C -3.75 7.79 0.00 0.7168
C -1.18 -7.81 8.63 -0.3835
C 0.99 0.00 -12.24 -0.6237
C -1.97 8.85 8.48 0.7994
C 5.92 -2.26 -6.25 0.8087
C -2.47 6.41 -6.91 0.6617
C -6.77 -1.02 -0.50 -0.6482
H -5.22 7.43 -2.30 0.1641
H -7.86 -1.07 -0.46 0.3224
H 0.52 8.42 7.46 0.3122
H -0.04 0.35 -12.19 0.2992
H -4.55 7.34 8.90 0.2573
H -2.19 -12.34 -4.45 0.3040
H -4.39 9.57 -2.35 0.2584
H 1.29 -9.89 -1.83 0.3046
H 4.21 4.38 1.80 0.2909
H 0.41 -1.29 -2.19 0.2321
H -0.15 -5.06 -10.00 0.2480
H 7.21 -6.01 0.64 0.3175
H 8.75 -5.60 1.52 0.2211
H 0.28 6.04 -6.32 0.2681
H -7.39 8.54 -0.47 0.3720
H -0.81 0.12 3.44 0.3386
H 6.50 0.56 -7.35 0.2550
H -2.47 -5.35 7.72 0.3889
H -1.41 -5.21 6.31 0.3551
H -1.21 -3.75 -9.41 0.2930
H -7.44 8.58 -2.11 0.3937
H -1.18 3.72 -4.98 0.3652
H 4.08 -2.30 3.93 0.2429
H -6.36 -0.45 0.34 0.2344
H 3.47 -3.90 4.37 0.2524
H -1.20 3.75 -7.36 0.2968
H 6.20 5.31 1.18 0.2477
H -7.41 -0.91 -5.47 0.3259
H 0.50 3.69 -5.54 0.4082
H 6.36 -4.27 -4.57 0.2809
H 5.64 3.63 -1.21 0.3590
H -1.12 -1.47 -1.58 0.2642
H -5.30 10.14 -1.02 0.2731
H -0.83 -7.65 9.65 0.2731
H -1.14 1.84 3.16 0.2311
H 4.97 -4.49 -5.61 0.2953
H -3.15 6.30 8.45 0.2841
H -6.36 -2.02 -0.33 0.2637
H 5.07 0.08 -8.06 0.2325
H 6.61 -0.92 -8.28 0.3393
H 7.73 -4.43 0.55 0.2911
H -0.01 4.82 -4.23 0.3535
H -2.90 -13.50 -3.45 0.2391
H -3.44 6.51 10.08 0.2689
H -0.50 8.47 6.02 0.2810
H 5.28 5.35 -1.14 0.3485
H -2.54 -6.52 6.45 0.3519
H 6.97 4.76 -1.26 0.3281
H 1.39 -0.06 -13.25 0.2409
H 1.92 3.52 8.78 0.2569
H -2.25 -8.02 8.61 0.2870
H 0.44 -3.78 -9.00 0.2905
H -3.06 1.35 9.60 0.3002
H 1.46 0.73 -11.58 0.2870
H 0.17 -9.02 -0.77 0.2671
H -6.21 0.11 -5.79 0.2888
H 0.00 6.92 6.74 0.2569
H 4.11 3.29 0.57 0.2626
H -0.15 4.82 -8.22 0.3071
H -2.72 1.64 11.29 0.2853
H -3.47 -11.85 -3.19 0.2869
H 3.55 -3.43 2.68 0.3102
H -5.75 -1.51 -5.34 0.2952
H 4.76 -4.05 -3.86 0.2224
H -2.73 -0.01 10.56 0.2431
H -7.50 7.05 -1.39 0.3522
H 0.29 -2.29 -0.72 0.2692
H 0.56 1.33 3.33 0.2011
H -0.20 -5.86 8.43 0.2623
H 1.34 -10.24 -0.12 0.2420
H 2.94 2.22 9.40 0.2411
H 1.92 3.11 10.52 0.3063